[1]
{"formula": "C5H12N3S", "method": "wB97M-V/def2-TZVPD", "largest_force_ev_per_a": 1.43, "relative_energy_kcal_mol": 11.3, "e_homo_ev": -12.949, "orbital_gap_ev": 9.652, "energy_ev": -20678.3622, "e_lumo_ha": -0.12118, "charge": 1, "elements": ["C", "C", "C", "C", "C", "N", "N", "N", "S", "H", "H", "H", "H", "H", "H", "H", "H", "H", "H", "H", "H"], "positions_angstrom": [[0.57688, 0.59473, 0.15496], [-0.54310, 1.20638, 0.63060], [-0.93219, -0.08212, -1.39640], [1.94674, 0.62257, 0.72723], [-0.67691, 2.06935, 1.82938], [0.32847, -0.11495, -1.00105], [1.29744, -0.87978, -1.58464], [-1.59023, -2.43845, -0.49782], [-1.90635, 0.85615, -0.38298], [-1.28873, -0.57459, -2.27884], [2.34824, -0.38706, 0.79276], [1.92749, 1.05899, 1.72023], [2.61647, 1.22285, 0.11072], [-0.15802, 3.01541, 1.67980], [-0.24562, 1.58611, 2.70392], [-1.72241, 2.28195, 2.03005], [2.19007, -0.40513, -1.66429], [0.99678, -1.30100, -2.45463], [-0.95820, -3.19991, -0.72154], [-2.48823, -2.67624, -0.90584], [-1.71856, -2.45526, 0.50835]], "mulliken_charge": [0.28, 0.91, -0.03, -1.61, -1.34, 0.57, -0.90, -0.71, -0.06, 0.40, 0.42, 0.35, 0.39, 0.34, 0.37, 0.39, 0.23, 0.26, 0.24, 0.27, 0.24]}

[2]
{"formula": "C5H12N4", "method": "wB97M-V/def2-TZVPD", "largest_force_ev_per_a": 4.26, "relative_energy_kcal_mol": 127.3, "e_homo_ev": -6.814, "orbital_gap_ev": 7.468, "energy_ev": -11334.6993, "e_lumo_ha": 0.02403, "elements": ["C", "N", "C", "N", "N", "H", "H", "H", "H", "H", "H", "H", "C", "C", "C", "N", "H", "H", "H", "H", "H"], "positions_angstrom": [[0.65560, 0.24420, -2.02003], [-0.24937, 0.46317, -0.87132], [-1.13537, -0.65705, -0.41054], [-0.62100, -1.92797, -0.63450], [-2.41292, -0.52695, -0.44441], [-0.85961, 1.25065, -1.07516], [0.28606, -2.20232, -0.27584], [-1.34442, -2.63024, -0.56575], [-2.77464, 0.34692, -0.81377], [0.13177, -0.24064, -2.84422], [1.05938, 1.20043, -2.34226], [1.43438, -0.42611, -1.65904], [0.52868, -0.46080, 1.68939], [0.70295, 0.98958, 0.69752], [0.05365, 2.06531, 1.21785], [1.32866, -1.43568, 1.57403], [1.65758, -1.85921, 2.44154], [0.25756, -0.13381, 2.71321], [1.78508, 1.04543, 0.64115], [-1.02944, 2.03068, 1.23189], [0.54542, 2.86441, 1.75027]], "mulliken_charge": [-1.03, -0.07, 0.29, -0.38, -0.83, 0.39, 0.28, 0.26, 0.23, 0.33, 0.39, 0.34, -0.11, 0.05, -1.04, -0.67, 0.23, 0.47, 0.33, 0.26, 0.30]}

[3]
{"formula": "C5H12N4", "method": "wB97M-V/def2-TZVPD", "largest_force_ev_per_a": 4.35, "relative_energy_kcal_mol": 91.5, "e_homo_ev": -17.943, "orbital_gap_ev": 9.799, "energy_ev": -11318.2408, "e_lumo_ha": -0.29929, "smiles": "CCN([NH3+])/N=C\\CC#[NH+]", "charge": 2, "elements": ["C", "C", "C", "C", "C", "N", "N", "N", "N", "H", "H", "H", "H", "H", "H", "H", "H", "H", "H", "H", "H"], "positions_angstrom": [[-1.02830, 1.48086, -1.10898], [-2.63230, 0.52825, -2.48208], [-1.31646, 0.28566, -1.92053], [1.13866, -1.81008, 0.91531], [0.93890, -0.51223, 0.16435], [-0.57986, 1.52682, 0.04721], [-3.76253, 0.51732, -2.73344], [-0.28386, 0.18492, 0.78753], [0.02465, 0.57045, 2.13858], [-1.05233, 2.47136, -1.59340], [-0.49410, 0.37436, -2.76463], [-1.18608, -0.75853, -1.42692], [1.78101, -2.61722, 0.35227], [1.61673, -1.76599, 1.89440], [0.09439, -2.28478, 1.07999], [0.51669, -0.69533, -0.84658], [1.72578, 0.19309, 0.09435], [-4.61122, 0.34593, -3.19510], [-0.29942, 1.60646, 2.25311], [1.05458, 0.60278, 2.41548], [-0.55746, -0.12807, 2.82795]], "mulliken_charge": [-0.38, -0.05, 0.14, -1.13, -0.24, -0.41, 0.11, 0.03, -0.41, 0.42, 0.35, 0.34, 0.36, 0.35, 0.31, 0.18, 0.47, 0.32, 0.44, 0.38, 0.42]}

[4]
{"formula": "C5H12N4O3", "method": "wB97M-V/def2-TZVPD", "largest_force_ev_per_a": 3.26, "relative_energy_kcal_mol": 1.1, "e_homo_ev": -8.922, "orbital_gap_ev": 9.423, "energy_ev": -17483.1276, "e_lumo_ha": 0.01842, "smiles": "NC(N)=NC(=O)NC[C@H](O)CO", "elements": ["C", "C", "C", "C", "C", "H", "H", "H", "H", "H", "H", "H", "H", "H", "H", "H", "H", "N", "N", "N", "N", "O", "O", "O"], "positions_angstrom": [[0.64351, 2.34766, -1.01009], [1.40579, 0.17512, -1.27394], [0.73312, -1.39236, 0.64709], [-0.82699, -1.53568, 0.59320], [-1.16555, -2.39583, 1.82493], [0.74251, 1.86136, -2.86288], [0.53951, 3.55165, -2.75304], [0.27198, 3.11128, 0.87766], [-0.39159, 4.04211, -0.45654], [1.74552, -1.81519, -1.14646], [0.95277, -0.58381, 1.39288], [1.17651, -2.33418, 0.96536], [-1.18773, -2.14597, -0.27446], [-1.23662, 0.26886, 0.01871], [-0.54568, -1.97129, 2.66782], [-0.93632, -3.49522, 1.70886], [-2.76312, -1.38494, 2.14825], [0.65476, 2.68325, -2.28362], [0.30617, 3.35269, -0.12792], [0.87364, 1.14196, -0.49867], [1.31332, -1.07433, -0.61920], [1.76645, 0.25529, -2.42222], [-1.50772, -0.30722, 0.70171], [-2.56425, -2.35521, 2.18256]], "mulliken_charge": [0.52, 0.46, -0.80, 0.53, -0.72, 0.20, 0.20, 0.26, 0.22, 0.24, 0.32, 0.38, 0.15, 0.26, 0.33, 0.31, 0.34, -0.31, -0.51, -0.48, -0.06, -0.73, -0.55, -0.54]}

[5]
{"formula": "C5H12N5", "method": "wB97M-V/def2-TZVPD", "largest_force_ev_per_a": 4.25, "relative_energy_kcal_mol": 132.6, "e_homo_ev": -12.833, "orbital_gap_ev": 9.357, "energy_ev": -12819.2107, "e_lumo_ha": -0.12773, "charge": 1, "elements": ["C", "C", "C", "C", "C", "N", "N", "N", "N", "N", "H", "H", "H", "H", "H", "H", "H", "H", "H", "H", "H", "H"], "positions_angstrom": [[0.33156, 1.53522, -0.67427], [-2.47593, -2.90109, 1.08785], [2.22284, 1.40722, -2.00654], [2.39327, 2.70666, 0.16308], [1.51789, 1.91907, -0.78471], [-0.77223, 0.99197, -0.59602], [-1.89236, -1.79231, 1.03549], [-3.56629, -3.07704, 1.88066], [0.41724, -1.50136, 0.68188], [-0.81223, -1.32962, 0.50028], [-2.47955, -3.67365, 0.29458], [1.45315, 1.20660, -2.81097], [2.84366, 2.28298, -2.27705], [2.82914, 0.55794, -1.81197], [2.77728, 2.09460, 0.92701], [1.80817, 3.49650, 0.69591], [3.22540, 3.04735, -0.47958], [-4.35952, -3.77180, 1.65508], [-3.81536, -2.21592, 2.44018], [0.75007, -2.33178, 1.15428], [-1.52054, 1.42980, -1.03902], [-0.87567, -0.08135, -0.03616]], "mulliken_charge": [0.31, 0.15, -1.18, -1.16, 0.57, -0.37, -0.27, -0.39, -0.59, 0.16, 0.29, 0.36, 0.37, 0.27, 0.31, 0.34, 0.34, 0.28, 0.27, 0.25, 0.22, 0.47]}

[6]
{"formula": "C5H12NO", "method": "wB97M-V/def2-TZVPD", "largest_force_ev_per_a": 4.39, "relative_energy_kcal_mol": 67.9, "e_homo_ev": -1.714, "orbital_gap_ev": 5.257, "energy_ev": -8914.1200, "e_lumo_ha": 0.13021, "smiles": "CCCNCC[O-]", "charge": -1, "elements": ["C", "C", "C", "N", "C", "C", "O", "H", "H", "H", "H", "H", "H", "H", "H", "H", "H", "H", "H"], "positions_angstrom": [[-1.65986, 0.11461, 0.03912], [-2.37284, 1.44465, -0.35146], [-0.36869, 0.46122, 0.83996], [0.75013, 0.18853, 0.00536], [2.07747, -0.36077, 0.35259], [2.03707, -1.83348, -0.53661], [2.76674, -2.75587, 0.02348], [-1.47482, -0.37394, -0.90049], [-2.34008, -0.56465, 0.50960], [-2.51721, 2.08995, 0.52720], [-3.50324, 1.29426, -0.61479], [-1.83597, 1.84793, -1.28617], [-0.46622, 1.61916, 1.14262], [-0.39254, -0.03894, 1.76434], [0.65013, 0.73324, -0.75511], [2.82643, 0.29829, 0.06685], [2.41223, -0.41142, 1.35756], [2.39466, -1.55000, -1.52022], [1.01660, -2.20277, -0.66383]], "mulliken_charge": [-0.64, -1.12, -0.49, -0.16, -0.90, -0.24, -0.91, 0.36, 0.42, 0.37, 0.29, 0.24, 0.24, 0.35, 0.16, 0.32, 0.40, 0.18, 0.12]}